A molecular structure, C27H35HfIN4P2 at a distorted geometry, computed with wB97M-V/def2-TZVPD.

```
70
Properties=species:S:1:pos:R:3
H -5.970 0.937 0.642
H 0.981 -1.764 -2.751
C 0.749 2.053 5.369
H 2.227 3.223 4.197
C -1.609 2.557 -3.658
H -1.321 1.739 5.843
H 0.306 -5.569 -0.337
H -3.587 2.272 0.307
C 4.926 -1.562 -3.245
C -0.710 -0.855 -1.639
P -1.272 0.902 -1.369
C 0.751 -0.879 -2.143
C -2.824 1.197 -5.032
I 2.669 2.845 -2.352
H -0.617 -0.994 2.428
C 4.828 -2.887 -2.705
H 3.600 -3.622 -0.985
H -2.210 3.267 -5.668
C 1.631 2.306 4.166
H 1.147 -0.460 3.987
C -3.642 -0.704 -1.053
H -5.657 -1.463 -0.632
H 1.046 3.020 1.633
C 1.112 -3.571 -0.758
H -3.149 -1.488 -1.610
C -4.928 -0.669 -0.536
H -2.813 -0.508 -3.558
C -0.197 0.029 2.319
C -1.282 1.824 3.730
C 4.078 -0.753 -2.511
C -2.204 2.493 -4.912
C 1.183 0.082 3.030
N -1.848 1.342 -3.001
H -0.527 3.339 0.921
C -1.234 1.087 2.625
H 1.282 -3.537 -1.826
H 3.859 0.303 -2.580
P 1.983 -0.826 -0.689
H 5.543 -1.252 -4.078
H -1.029 3.329 -3.161
H -3.396 0.826 -5.867
C -3.876 1.285 -0.027
H 0.643 2.990 5.937
H -1.868 2.746 3.743
H -0.547 0.361 5.066
C -2.567 0.507 -3.857
C 3.925 -2.833 -1.653
N -2.979 0.489 -0.742
H -0.022 0.090 1.202
C 1.834 1.415 3.201
H 5.342 -3.767 -3.065
C 1.126 -2.857 1.364
H 0.927 3.990 0.159
H 1.881 -0.461 2.379
H -0.816 -1.430 -0.702
N 3.448 -1.523 -1.518
H 2.552 1.662 2.393
H -1.902 1.332 1.774
H 0.338 -4.710 2.256
C 0.613 -4.599 0.022
H 1.252 1.320 6.022
C -5.081 0.592 0.126
H 0.957 -0.031 -2.841
H -1.340 -1.356 -2.386
N 1.446 -2.482 0.059
H 1.324 -2.207 2.202
Hf 1.007 1.480 -0.730
C 0.629 -4.153 1.377
C 0.515 3.092 0.665
C -0.637 1.449 5.035
```

Computed properties:
Net charge: +2
HOMO level in eV: -13.819
DFT total energy in Ha: -2296.51536
HOMO-LUMO gap in eV: 4.844

Atomic partial charges in e from the natural (NBO) method, atoms 1 to 2:
1 H 0.26
2 H 0.33

A single C4H7N3 molecule, computed with wB97M-V/def2-TZVPD.

```
14
Properties=species:S:1:pos:R:3
C 0.204 -0.973 0.231
H 1.278 2.215 -0.241
H -2.807 -0.558 0.805
N -0.608 1.187 -0.224
H -2.693 -0.830 -0.841
H -1.762 -1.738 0.229
H 3.254 0.128 -0.293
C -0.856 -0.151 0.034
C 1.270 -0.001 0.139
H -1.238 1.970 -0.306
C 0.783 1.261 -0.116
N -2.173 -0.804 0.040
N 2.628 -0.353 0.340
H 2.719 -1.353 0.202
```

Computed properties:
Net charge: 0
Relative energy (zero: lowest compared OMol25 entry of this formula, charge and spin) in kJ/mol: 344.4
HOMO level in eV: -6.804
DFT total energy in Ha: -320.75211
HOMO-LUMO gap in eV: 6.894

Atomic partial charges in e from the natural (NBO) method, atoms 1 to 2:
1 C -0.47
2 H 0.20

A molecular structure, C37H43GdNO2P at a distorted geometry, computed with wB97M-V/def2-TZVPD.

```
85
Properties=species:S:1:pos:R:3
C 1.440 1.246 -2.579
C 1.549 -0.050 -3.112
C 2.437 -0.817 -2.303
H -2.431 -5.830 -1.488
C -0.609 -3.313 2.163
H 0.928 -7.122 -1.843
C -1.825 -1.176 -2.587
H -2.536 6.509 -2.699
H 2.732 -1.857 -2.461
H -1.833 5.457 4.584
H 3.061 6.556 1.546
H 1.264 -5.859 -3.777
C -2.426 0.298 -0.902
C 2.572 2.688 1.822
C 3.950 4.671 2.185
H 2.565 2.263 -0.956
C -1.561 1.866 3.042
H 0.068 -5.049 0.208
C -1.066 4.236 2.951
H -2.241 -6.882 -2.909
H 4.542 2.692 2.793
C -1.492 0.139 -2.987
C 1.748 -3.516 2.510
H 2.716 -3.770 2.082
H 1.357 -5.610 1.966
H 0.952 5.510 0.807
C -2.010 -5.878 -2.504
C -2.055 5.794 -2.020
C -2.321 3.342 4.823
C -0.960 2.955 2.384
C 0.160 -5.851 -3.831
C 0.738 -2.842 1.552
C 1.031 -4.887 2.809
C -1.840 1.046 -1.959
Gd 0.054 -0.613 -0.880
C -2.179 4.297 -0.104
C 1.539 3.477 1.269
N 0.031 1.116 0.349
H 1.277 -5.334 3.798
H -2.831 3.495 5.782
H 4.876 5.127 2.561
C 0.487 -5.227 -0.791
H -0.612 5.093 2.449
C 2.945 5.466 1.619
C -0.834 3.888 -0.266
H -1.731 -2.079 -3.196
P -0.042 2.636 0.838
H 1.572 -5.076 -0.775
C -0.141 4.436 -1.373
C 1.747 4.864 1.184
H 0.791 2.045 -2.960
H -0.911 -2.542 2.865
H -3.766 5.680 -0.705
C 3.754 3.284 2.306
H -0.101 -6.847 -4.260
H -1.759 2.133 -1.990
H -1.109 0.430 -3.954
H -1.502 0.875 2.582
H -2.716 1.226 4.792
H 3.649 -0.194 -0.491
H 1.092 -0.373 -4.037
C 2.913 0.062 -1.274
H -2.516 -5.107 -3.097
H -2.786 3.890 0.714
H -1.475 -3.534 1.509
H -0.611 -7.159 -0.841
C -0.510 -5.641 -2.453
H -0.177 5.837 -3.068
H 2.433 1.605 1.871
H -0.114 -5.072 -4.568
C -2.763 5.288 -0.916
C -2.433 -1.085 -1.295
C -2.234 2.060 4.261
H 0.902 4.179 -1.565
H 0.795 -3.314 0.551
H 0.843 -1.745 1.443
C -1.752 4.445 4.162
H -2.895 -1.919 -0.767
C -0.736 5.380 -2.229
C 0.118 -6.555 -1.387
O -0.127 -4.331 -1.798
C 2.332 1.350 -1.487
H -2.871 0.735 -0.004
H 1.876 -2.993 3.504
O -0.397 -4.621 2.814
```

Computed properties:
Net charge: 0
Relative energy (zero: lowest compared OMol25 entry of this formula, charge and spin) in kJ/mol: 4.9
Multiplicity: 8
<S²>: 15.92
HOMO level (alpha / beta) in eV: -6.808 / -6.936
DFT total energy in Ha: -2747.80880
HOMO-LUMO gap (alpha / beta) in eV: 6.065 / 7.411

Atomic partial charges in e from the Löwdin method, atoms 1 to 2:
1 C -0.21
2 C -0.25

A single C6H6 molecule, computed with wB97M-V/def2-TZVPD.

```
12
Properties=species:S:1:pos:R:3
H -2.487 -0.071 0.851
C 3.130 -0.768 0.813
H -1.648 1.457 0.574
C -2.245 0.680 0.089
C 1.064 -0.141 -0.597
H 4.093 -0.273 0.852
C 2.146 -0.414 0.027
C -1.464 0.028 -1.025
H -1.994 -0.489 -1.822
H 2.956 -1.600 1.491
C -0.157 -0.015 -0.955
H -3.183 1.120 -0.258
```

Computed properties:
Net charge: 0
Relative energy (zero: lowest compared OMol25 entry of this formula, charge and spin) in kJ/mol: 377.3
HOMO level in eV: -8.603
DFT total energy in Ha: -232.08262
HOMO-LUMO gap in eV: 9.188
SMILES: C=C=C=C=CC

Atomic partial charges in e from the natural (NBO) method, atoms 1 to 2:
1 H 0.22
2 C -0.46